No. 1
Below is a 2-piece molecular cluster, C3H11N5O overall, with properties calculated with wB97M-V/def2-TZVPD.

SMILES string = CNC(N)=O.N/C=N\N
frontier orbital gap = 8.07 eV
HOMO level = -7.3 eV
energy relative to the best compared isomer or geometry (same formula, charge and spin) = 1.217 eV

Geometry as ORCA input:
```
! wB97M-V def2-TZVPD RIJCOSX def2/J DEFGRID3
* xyz 0 1
C -1.727 -0.859 -0.094
N -1.143 -0.719 -1.407
C 0.189 -0.490 -1.644
N 0.498 -0.409 -2.993
O 1.076 -0.430 -0.811
H -1.760 -0.808 -2.199
H -0.012 -0.989 -3.640
H 1.480 -0.330 -3.201
H -2.517 -1.609 -0.103
H -2.242 0.063 0.191
H -0.940 -1.110 0.620
N 0.867 -0.774 2.010
N 1.023 2.038 0.980
C 0.306 1.568 2.050
N 0.347 0.394 2.538
H 0.902 -1.576 2.626
H 1.689 -0.625 1.427
H 1.222 1.369 0.246
H 0.822 2.974 0.676
H -0.080 2.322 2.726
*
```

No. 2
Below is a 2-piece molecular cluster, C3H11NO overall, with properties calculated with wB97M-V/def2-TZVPD.

SMILES string = CN(C)C.O
frontier orbital gap = 10.07 eV
HOMO level = -9.1 eV
energy relative to the best compared isomer or geometry (same formula, charge and spin) = 0.951 eV

Geometry as ORCA input:
```
! wB97M-V def2-TZVPD RIJCOSX def2/J DEFGRID3
* xyz 0 1
N 0.427 -0.091 0.179
C -0.365 -1.257 0.606
C 1.823 -0.516 0.131
C -0.021 0.238 -1.223
H -1.438 -1.004 0.623
H -0.045 -1.500 1.634
H -0.224 -2.150 -0.026
H 1.985 -1.360 -0.559
H 2.169 -0.811 1.136
H 2.428 0.340 -0.212
H -0.945 0.837 -1.280
H -0.198 -0.730 -1.723
H 0.778 0.772 -1.764
O -1.996 2.790 0.811
H -1.462 1.970 0.711
H -2.916 2.470 0.955
*
```

No. 3
Below is a 2-piece molecular cluster, C3H11NO overall, with properties calculated with wB97M-V/def2-TZVPD.

SMILES string = NCO.CC
frontier orbital gap = 10.04 eV
HOMO level = -9.1 eV
energy relative to the best compared isomer or geometry (same formula, charge and spin) = 1.307 eV

Geometry as ORCA input:
```
! wB97M-V def2-TZVPD RIJCOSX def2/J DEFGRID3
* xyz 0 1
C -0.893 1.868 0.846
C 0.168 1.664 1.908
H -1.897 1.841 1.302
H -0.880 1.112 0.072
H -0.868 2.894 0.481
H 0.023 0.608 2.214
H 1.209 1.860 1.693
H -0.101 2.029 2.910
N 0.378 -0.681 -1.872
C 0.316 -1.832 -1.007
O 0.515 -2.982 -1.858
H 1.068 -0.758 -2.597
H -0.441 -0.126 -1.957
H 1.169 -1.727 -0.331
H -0.610 -2.058 -0.477
H 0.845 -3.711 -1.326
*
```